No. 1
A cluster of 2 separate species, H4O2 in total, computed with the ωB97M-V functional and the def2-TZVPD basis.

CARTESIAN COORDINATES (ANGSTROEM)
1 O -17.598 6.155 -9.573
2 H -17.165 5.308 -9.678
3 H -17.264 6.687 -10.295
4 O -18.694 5.284 -7.640
5 H -18.871 5.899 -8.352
6 H -17.754 5.113 -7.699

Results
- HOMO-LUMO gap: 0.416 Eh
- Energy relative to the best compared isomer or geometry (same formula, charge and spin): 9.9 kcal per mole
- SMILES string: O.O

No. 2
A structure of composition C9H15AuN2O2, computed with the ωB97M-V functional and the def2-TZVPD basis.

CARTESIAN COORDINATES (ANGSTROEM)
1 C 1.565 -0.877 1.662
2 C 1.640 -1.682 0.455
3 H 0.777 -1.052 2.378
4 H 2.458 -0.369 2.014
5 H 2.604 -1.768 -0.051
6 H 0.904 -2.462 0.272
7 Au 0.961 0.224 0.044
8 C 1.631 2.462 0.002
9 C 2.733 1.591 -0.362
10 C 1.146 1.456 -2.061
11 C 0.677 2.398 -1.062
12 H 3.606 1.382 0.253
13 H 3.051 0.261 -2.182
14 H 0.617 1.164 -2.981
15 C 2.430 0.982 -1.645
16 H -0.301 2.888 -1.040
17 H 1.532 3.052 0.921
18 C -3.661 -1.962 1.611
19 O -3.040 -0.809 0.856
20 C -1.745 -0.921 0.400
21 O -0.818 -0.971 1.226
22 N -1.660 -0.711 -1.036
23 N -1.432 0.928 -0.824
24 H -4.716 -1.780 1.405
25 H -3.374 -1.789 2.652
26 H -3.314 -2.925 1.189
27 H -0.700 -1.058 -1.220
28 H -1.181 1.361 -1.820
29 H -2.387 0.985 -1.055

Results
- 2S+1: 3
- HOMO-LUMO gap (alpha / beta): 0.331 / 0.208 Eh
- Total charge: +2
- <S²>: 2.01

No. 3
A structure of composition C20H32Cl2CuN3O3, computed with the ωB97M-V functional and the def2-TZVPD basis.

CARTESIAN COORDINATES (ANGSTROEM)
1 O 0.622 -4.009 -1.808
2 C 1.408 -3.568 -0.985
3 C 1.297 -3.810 0.537
4 C 0.586 -2.974 1.389
5 H 0.162 -2.041 1.009
6 C 0.432 -3.356 2.730
7 H -0.117 -2.697 3.405
8 C 0.950 -4.579 3.160
9 H 0.807 -4.868 4.200
10 C 1.647 -5.429 2.281
11 H 2.032 -6.397 2.604
12 C 1.821 -5.032 0.959
13 H 2.343 -5.666 0.233
14 H 2.528 -3.710 -1.200
15 C 2.237 -1.302 -2.447
16 C 1.841 -1.495 -1.032
17 H 3.276 -1.643 -2.661
18 H 2.180 -0.211 -2.648
19 H 1.596 -1.842 -3.158
20 C 2.514 -0.972 0.017
21 C 3.798 -0.174 -0.084
22 H 2.227 -1.259 1.031
23 H 4.639 -0.728 -0.534
24 H 4.075 0.137 0.928
25 H 3.605 0.731 -0.686
26 Cu 0.931 0.724 -0.211
27 Cl 1.645 1.475 1.809
28 Cl 1.810 2.193 -1.657
29 C -0.733 3.508 0.909
30 O -1.884 3.246 0.580
31 N 0.093 4.347 0.239
32 C -0.447 5.045 -0.907
33 C 1.443 4.701 0.664
34 H -0.234 3.058 1.796
35 H -1.258 4.419 -1.307
36 H 0.361 5.245 -1.622
37 H -0.852 6.018 -0.581
38 H 1.770 3.952 1.399
39 H 1.472 5.724 1.089
40 H 2.095 4.621 -0.216
41 H -2.489 0.616 -3.947
42 H -2.953 -2.413 -3.382
43 C -1.567 0.070 -4.186
44 C -1.894 -2.325 -3.667
45 N -1.363 -1.033 -3.276
46 H -0.720 0.759 -4.139
47 C -0.836 -0.824 -2.067
48 O -0.421 0.311 -1.724
49 H -1.326 -3.122 -3.173
50 H -0.769 -1.711 -1.419
51 H -1.659 -0.374 -5.180
52 H -1.815 -2.415 -4.759
53 C -3.564 1.206 2.263
54 C -3.073 -0.125 1.664
55 C -1.704 -0.059 1.195
56 N -0.612 0.010 0.814
57 H -3.189 1.306 3.288
58 H -4.656 1.230 2.320
59 H -3.199 2.062 1.672
60 H -3.118 -0.905 2.437
61 H -3.709 -0.453 0.827

Results
- 2S+1: 2
- HOMO-LUMO gap (alpha / beta): 0.230 / 0.220 Eh
- Total charge: -1
- <S²>: 0.75

No. 4
A cluster of 2 separate species, C2H4N6O2 in total, computed with the ωB97M-V functional and the def2-TZVPD basis.

CARTESIAN COORDINATES (ANGSTROEM)
1 C -0.432 -0.934 0.052
2 C -0.335 1.183 0.305
3 N 0.433 0.035 0.169
4 N -1.691 0.863 0.348
5 N -1.762 -0.444 0.278
6 N 2.616 -1.342 0.258
7 N -0.377 -2.273 -0.103
8 N 0.162 2.425 0.188
9 O -2.801 -1.124 0.283
10 O 3.409 -0.491 0.254
11 H 0.522 -2.891 0.065
12 H -1.286 -2.660 0.100
13 H -0.474 3.217 0.173
14 H 1.097 2.706 0.088

Results
- HOMO-LUMO gap (alpha / beta): 0.286 / 0.294 Eh
- Energy relative to the best compared isomer or geometry (same formula, charge and spin): 31.6 kcal per mole

No. 5
The ion C5H11N2 with charge +1, computed with the ωB97M-V functional and the def2-TZVPD basis.

CARTESIAN COORDINATES (ANGSTROEM)
1 C -1.587 2.115 0.299
2 C -1.312 1.095 -0.712
3 C -0.872 0.074 0.141
4 C 0.740 -1.889 0.782
5 C 0.266 -1.005 -0.359
6 N -0.314 1.436 0.246
7 N 1.458 -0.010 -0.684
8 H -1.536 3.187 0.004
9 H -2.259 1.697 1.085
10 H -1.150 1.122 -1.801
11 H -1.336 -0.100 1.095
12 H 1.238 -1.511 1.773
13 H 1.584 -2.569 0.312
14 H 0.008 -2.564 1.055
15 H -0.229 -1.564 -1.217
16 H 1.811 -0.066 -1.629
17 H 2.212 -0.414 0.011
18 H 1.277 0.964 -0.401

Results
- 2S+1: 3
- HOMO-LUMO gap (alpha / beta): 0.168 / 0.255 Eh
- Energy relative to the best compared isomer or geometry (same formula, charge and spin): 161.2 kcal per mole
- Total charge: +1
- <S²>: 2.00

No. 6
A structure of composition C16H45FHfN3O7, computed with the ωB97M-V functional and the def2-TZVPD basis.

CARTESIAN COORDINATES (ANGSTROEM)
1 Hf -1.296 4.319 7.382
2 F 0.675 3.377 8.133
3 C 4.531 4.208 7.128
4 C 3.870 4.120 5.807
5 C 4.920 3.692 4.700
6 O 4.475 3.294 3.408
7 C 3.963 4.418 2.664
8 N 2.789 3.080 5.988
9 H 5.265 3.419 7.290
10 H 4.016 4.442 8.059
11 H 5.193 5.073 7.168
12 H 3.283 5.021 5.629
13 H 5.446 2.833 5.115
14 H 5.621 4.526 4.675
15 H 3.216 5.040 3.156
16 H 3.559 4.086 1.708
17 H 4.733 5.088 2.282
18 H 3.493 2.390 6.210
19 H 2.238 3.199 6.827
20 C -0.496 3.531 2.940
21 C -0.751 2.810 4.252
22 C 0.126 1.596 4.491
23 O -0.090 0.882 5.741
24 C 0.705 -0.284 5.951
25 N -0.310 3.736 5.328
26 H -0.316 2.921 2.055
27 H 0.410 4.133 3.012
28 H -1.225 4.323 2.765
29 H -1.786 2.474 4.313
30 H 1.171 1.884 4.374
31 H -0.101 0.836 3.743
32 H 1.645 -0.229 6.500
33 H 0.727 -0.925 5.069
34 H 0.059 -0.896 6.580
35 H -0.251 4.544 4.725
36 H 0.652 3.434 5.270
37 C -3.035 -0.018 7.837
38 C -2.836 1.501 8.041
39 C -2.070 1.686 9.296
40 O -1.649 3.008 9.484
41 C -1.164 3.203 10.827
42 N -2.160 2.073 6.947
43 H -2.060 -0.490 7.956
44 H -3.617 -0.291 6.957
45 H -3.558 -0.356 8.731
46 H -3.797 2.015 8.043
47 H -1.146 1.108 9.273
48 H -2.660 1.359 10.152
49 H -0.478 2.404 11.106
50 H -1.985 3.124 11.539
51 H -0.778 4.195 11.062
52 H -2.751 1.641 6.252
53 H -1.359 1.464 6.861
54 C 4.217 0.575 8.243
55 C 3.306 1.321 9.188
56 O 1.911 1.017 8.941
57 O 5.592 0.883 8.524
58 H 3.858 0.803 7.239
59 H 4.125 -0.431 8.653
60 H 3.369 2.390 8.982
61 H 3.670 1.216 10.210
62 H 1.544 1.822 8.567
63 H 5.692 1.105 9.452
64 C 0.530 6.411 9.286
65 C 0.894 6.812 7.835
66 O 0.614 5.829 6.804
67 O -0.856 5.971 9.200
68 H 0.541 7.319 9.888
69 H 1.292 5.713 9.633
70 H 1.939 7.121 7.796
71 H 0.364 7.733 7.593
72 H 0.978 6.146 5.973
73 H -1.387 6.414 9.866

Results
- HOMO-LUMO gap: 0.131 Eh
- Energy relative to the best compared isomer or geometry (same formula, charge and spin): 58.6 kcal per mole
- Total charge: +3

- Number 2 is which compound?
  C9H15AuN2O2